Entry 1:
ORCA calculation (ωB97M-V with the def2-TZVPD basis set) on a cluster of 3 separate species, C12H28O10S4 in total at a distorted geometry.

As for the orbital gap: 10.4439 eV. The total energy is -2819.07134 Eh. The SMILES is CC(C)C[C@@H]1OS(=O)(=O)O[C@@H]1S.CCOS(C)(=O)=O.CCOS(C)(=O)=O. Its HOMO energy is -10.0538 eV. The lowest unoccupied orbital energy comes out at 0.4 eV.

Each line ends with the Löwdin charge.
Atoms and positions in Å:
H 0.329 -4.122 1.169  0.07
H 1.432 2.178 3.950  0.02
H -2.031 5.322 -3.096  0.11
H 4.735 -6.146 -0.897  0.08
H 2.416 1.044 5.502  -0.10
H -0.741 1.528 0.988  0.06
H 0.107 -3.041 -0.197  0.08
C 3.831 -5.829 -1.412  -0.12
C 1.215 -0.510 3.930  -0.64
H 1.765 -1.224 2.056  0.15
S 2.549 -5.691 -0.204  0.59
H -4.734 1.561 -3.429  0.07
C -1.702 4.821 -5.179  -0.08
O 2.175 -7.005 0.239  -0.28
C -4.176 1.768 -2.518  -0.12
O -1.963 1.859 -3.900  -0.28
H 3.984 -4.857 -1.874  0.07
H -1.280 -3.926 0.470  0.09
O -2.048 0.650 2.980  -0.27
H 2.016 2.924 1.234  0.12
S 2.756 -0.108 4.828  0.82
O -2.077 3.120 -1.739  -0.28
H 1.080 -1.590 4.165  0.11
H -0.928 4.083 -4.965  0.07
H 3.538 -6.570 -2.151  0.07
C 1.175 -0.331 2.376  -0.34
H -3.885 0.836 -2.037  0.08
H 2.980 0.829 2.087  0.11
S -2.697 2.635 -2.941  0.59
H -0.535 3.272 1.156  0.08
C -2.606 5.030 -3.978  -0.26
C 0.052 -5.133 -0.723  -0.26
H 1.561 3.781 3.223  0.08
O 1.408 -5.131 -1.189  -0.27
C 1.951 0.823 1.679  -0.12
H -0.196 -6.096 -0.268  0.12
O -0.038 0.068 4.379  -0.22
H -0.036 3.049 3.306  0.08
H -1.212 5.755 -5.455  0.08
H -4.759 2.380 -1.834  0.08
S -1.133 -0.472 3.244  0.75
H -2.273 4.453 -6.032  0.08
C 1.283 2.229 1.698  -0.37
O -0.150 -0.674 1.893  -0.16
O 2.903 -4.660 0.731  -0.29
H 2.056 0.534 0.611  0.13
O -1.877 -1.692 3.621  -0.26
H 0.270 2.429 -0.222  0.08
O -3.400 3.870 -3.697  -0.26
H -3.307 5.837 -4.189  0.12
C -0.217 -3.989 0.235  -0.08
C 1.031 2.807 3.142  -0.06
C -0.017 2.344 0.841  -0.07
H -0.577 -5.024 -1.607  0.12

Entry 2:
ORCA calculation (ωB97M-V with the def2-TZVPD basis set) on a cluster of 4 separate species, C12H29B3NO6PS in total at a distorted geometry.

As for the orbital gap: 7.9309 eV. The total energy is -1795.02390 Eh. The SMILES is N=[PH2]B1OBOB(S)O1.C1CCOC1.C1CCOC1.C1CCOC1. Its HOMO energy is -8.3009 eV. The energy relative to the best compared isomer or geometry (same formula, charge and spin) comes out at 2.1526 eV. The lowest unoccupied orbital energy comes out at -0.4 eV.

Each line ends with the Löwdin charge.
Atoms and positions in Å:
H -5.940 -3.141 -0.371  0.11
H -2.545 -0.458 0.981  -0.04
H 4.552 5.344 4.242  0.12
P -1.878 -0.174 -1.093  0.79
C 4.064 3.954 5.799  -0.18
H -0.783 -5.931 -3.893  0.12
C 5.224 3.339 3.852  -0.21
O 4.004 2.586 3.868  -0.15
H 1.885 2.040 -2.194  0.12
H -1.085 -1.192 -1.797  0.02
H -4.534 -4.138 -3.803  0.12
H 1.383 -0.259 1.094  0.11
H -5.581 1.956 1.141  -0.08
H -3.062 -5.766 -5.394  0.12
C -3.484 -4.056 -4.095  -0.17
B -5.848 0.373 -0.944  -0.71
O -6.535 -0.909 -0.646  0.09
C -1.365 -5.061 -4.212  -0.20
C 3.326 1.812 -0.573  -0.18
C 3.188 3.062 4.947  -0.20
H 2.353 3.622 4.513  0.12
S -6.345 1.989 -0.065  0.71
H 6.026 2.683 4.207  0.12
H 4.611 3.351 6.533  0.12
H 5.960 4.879 5.216  0.12
O -4.710 0.489 -1.923  0.07
H 3.093 2.848 -0.302  0.12
H 4.332 1.788 -1.001  0.11
O -4.174 -1.962 -1.178  0.06
H 2.660 0.443 -2.113  0.12
H 3.544 1.352 1.556  0.10
B -3.758 -0.571 -1.442  -0.50
N -1.612 -0.222 0.535  -0.32
H 5.453 3.648 2.828  0.12
H -3.422 -3.403 -4.974  0.12
H -0.925 -4.666 -5.134  0.12
B -5.578 -2.057 -0.731  -0.16
H 1.155 1.500 1.216  0.12
O 1.206 0.767 -0.702  -0.19
H -1.540 1.179 -1.557  0.02
H 2.785 2.212 5.507  0.12
C 3.158 0.919 0.629  -0.18
H 3.498 4.718 6.338  0.12
H 3.669 -0.035 0.458  0.12
C 5.025 4.515 4.783  -0.18
O -1.286 -4.034 -3.215  -0.13
H -2.572 -2.422 -2.974  0.08
C 1.660 0.705 0.657  -0.21
H -3.149 -6.127 -3.659  0.12
C -2.832 -5.380 -4.398  -0.18
C 2.272 1.275 -1.516  -0.21
C -2.604 -3.516 -2.989  -0.22
H -2.938 -3.868 -2.007  0.12

Entry 3:
ORCA calculation (ωB97M-V with the def2-TZVPD basis set) on a structure of composition C12H29BBr3Cl3F4MgNO9S at a distorted geometry.

Its total charge is +1. As for the orbital gap: 4.9388 eV. The total energy is -11331.34734 Eh. Its HOMO energy is -11.0579 eV. The lowest unoccupied orbital energy comes out at -6.1 eV.

Each line ends with the Löwdin charge.
Atoms and positions in Å:
H -2.177 1.442 0.569  0.06
O 3.665 1.283 -3.085  -0.16
C 1.460 5.956 4.117  -1.53
Br -1.373 0.454 -2.278  0.73
H 0.231 -0.983 0.976  0.13
H -1.177 1.902 2.039  0.10
H -2.774 1.779 -3.823  -0.01
S 0.422 -3.218 -0.649  0.68
H -0.851 -0.263 2.894  0.15
C -0.978 -2.696 0.420  -0.25
Cl 3.030 5.887 3.307  0.55
C -1.532 -0.878 2.241  -0.07
Br -3.796 2.395 -1.644  0.69
H -2.396 3.804 2.542  0.07
Br -1.182 3.543 -3.111  0.57
O 0.299 -4.685 -0.812  -0.31
C 4.021 0.472 -4.197  -0.27
H 2.918 -0.944 -0.657  0.04
H 3.156 -0.658 -5.819  0.08
H -3.742 -2.184 -3.174  -0.08
O -3.958 -2.081 0.927  0.00
C 3.558 -0.543 -1.442  -0.08
H 4.523 -0.270 -1.006  0.09
H -2.480 3.787 0.674  0.06
H 2.207 -0.725 -4.334  0.06
H -3.933 3.302 1.604  0.10
Cl 1.377 7.332 5.207  0.60
F 0.270 -6.080 3.744  0.10
Cl 1.154 4.443 5.002  0.58
O 1.710 -2.763 -0.153  -0.25
O -4.153 -0.083 0.051  -0.03
C -3.721 -0.855 0.959  -0.61
B 0.531 -5.839 2.380  -1.18
H 1.914 0.376 -2.463  0.08
H 1.339 3.231 1.565  0.19
F -0.608 -5.154 1.799  0.01
H -1.196 -0.476 0.030  0.02
C -2.342 2.014 -2.855  -1.55
C 2.824 -0.075 -4.957  -0.07
C -2.810 3.290 1.633  -0.07
H 2.720 1.418 -1.306  0.10
H 1.356 3.003 3.183  0.08
H -1.883 -2.911 -0.205  0.00
O 1.563 2.610 2.293  0.28
F 0.726 -7.057 1.698  0.10
C 2.894 0.657 -2.077  -0.30
C -0.880 -1.169 0.847  -0.16
H 2.500 2.318 2.239  0.20
H 3.743 -1.338 -2.165  0.08
H 2.189 0.742 -5.309  0.08
F 1.670 -5.014 2.243  0.09
H -0.906 -3.318 1.354  0.11
O -3.094 0.986 2.439  -0.05
H -1.593 -1.876 2.771  0.16
O -2.824 -2.219 -2.906  -0.39
O 0.137 -2.470 -2.106  -0.19
Mg -2.293 -4.815 -0.521  1.36
C -2.232 1.806 1.627  -0.23
H -3.426 -0.834 2.980  0.21
H -0.834 -2.237 -2.108  0.00
N -2.943 -0.362 2.194  -0.02
H 0.689 6.071 3.361  0.02
H 4.604 1.106 -4.867  0.12
H 4.687 -0.336 -3.879  0.11

Entry 4:
ORCA calculation (ωB97M-V with the def2-TZVPD basis set) on a cluster of 6 separate species, C12H29FN4O6 in total at a distorted geometry.

Its total charge is +1. As for the orbital gap (spin up / spin down): 5.9988 / 5.9929 eV. The total energy is -1244.51467 Eh. Its HOMO energy (spin up / spin down) is -10.5806 / -10.5806 eV. As for the multiplicity: 2. The lowest unoccupied orbital energy (spin up / spin down) comes out at -4.6 / -4.6 eV.

Each line ends with the Löwdin charge.
Atoms and positions in Å:
O -3.018 -6.162 5.113  0.10
C 3.124 3.321 -0.301  -0.23
F -1.028 -1.164 0.537  -0.51
N -1.664 -1.066 3.163  0.31
H 1.865 -0.455 0.271  0.06
H 4.076 3.490 0.200  0.12
H 2.822 6.498 -5.270  0.09
N -3.417 -0.323 -0.477  0.32
H 4.275 5.474 -1.040  0.13
C -2.784 -5.386 1.049  -0.33
C 3.228 5.974 -2.868  -0.27
H 3.888 5.444 -3.555  0.13
H -4.581 -7.186 3.602  0.14
N 3.089 3.887 -1.637  -0.07
C -1.997 -4.777 3.289  -0.32
C -3.972 -6.254 1.676  -0.20
H 2.064 7.895 -4.352  0.09
H -1.215 -0.403 3.780  0.15
O -2.522 -5.511 -0.150  0.00
H 2.570 -0.613 1.754  0.08
H 4.290 1.573 -0.732  0.13
H 2.465 1.526 -1.246  0.12
H 3.638 -0.683 0.417  0.09
H 1.029 6.721 -5.205  0.09
H -0.849 -3.678 -1.896  0.16
C -3.847 -6.549 3.131  0.13
H -2.659 -0.928 3.065  0.14
H -2.333 -2.883 -1.675  0.13
O -1.392 -3.837 4.001  -0.10
C 3.245 1.816 -0.541  -0.18
H -1.341 -3.784 1.621  0.09
O 2.932 1.246 0.768  -0.21
O -4.925 -6.622 0.880  0.06
O 1.949 6.175 -3.422  -0.20
C -1.980 -4.592 1.944  -0.03
H -1.390 -0.906 2.204  0.05
H -1.163 -2.506 -0.648  0.06
H -4.058 -0.382 0.302  0.15
N -1.493 -3.248 -1.248  0.31
H 2.299 3.506 -2.138  0.11
H -3.791 -1.027 -1.097  0.14
H -1.407 -2.033 3.301  0.07
H 2.489 5.696 -0.952  0.12
C -2.941 -5.813 3.876  -0.28
H -2.454 -0.555 -0.280  0.05
H 2.314 3.477 0.412  0.12
C 2.770 -0.141 0.792  -0.15
C 3.322 5.317 -1.545  -0.22
C 1.977 6.861 -4.686  -0.08
H 3.674 6.952 -2.687  0.12
H -3.438 0.588 -0.912  0.16
H -1.737 -3.972 -0.588  0.05

Entry 5:
ORCA calculation (ωB97M-V with the def2-TZVPD basis set) on a cluster of 6 separate species, C12H29N4O7 in total at a distorted geometry.

Its total charge is +1. As for the orbital gap: 10.4314 eV. The total energy is -1220.26199 Eh. Its HOMO energy is -12.1512 eV. The energy relative to the best compared isomer or geometry (same formula, charge and spin) comes out at 0.0000 eV. The lowest unoccupied orbital energy comes out at -1.7 eV.

Each line ends with the Löwdin charge.
Atoms and positions in Å:
O 0.692 -0.720 -2.440  0.02
H 0.656 0.052 -5.484  0.11
N 0.316 0.027 -4.540  0.18
N 3.353 -3.251 -0.018  0.18
O -0.038 -0.334 0.030  0.16
C -2.717 -2.067 -3.461  0.00
H -0.504 1.493 3.842  0.13
H -0.568 0.441 -4.307  0.11
H 0.306 3.923 5.221  0.12
C 0.784 3.049 4.781  -0.14
H -1.813 -2.371 -3.975  0.08
H -3.030 3.954 0.233  0.09
H 2.055 4.491 3.650  0.13
C 0.064 2.392 3.613  -0.06
H -4.532 3.146 0.707  0.07
H -2.978 0.101 -0.502  0.07
H -3.164 -3.843 -0.681  0.12
H 3.606 -2.719 2.753  0.10
H 2.844 -1.152 2.512  0.07
C 1.083 -0.568 -3.596  -0.54
C -3.455 3.157 0.853  0.00
N -3.486 0.908 -0.162  0.18
H 2.903 3.584 4.848  0.13
H 4.393 -1.479 1.728  0.09
H 0.747 -0.930 0.227  0.08
O 1.220 1.035 1.955  0.11
C 2.080 3.512 4.136  -0.14
H -3.902 -4.075 -2.227  0.10
C 1.239 1.883 2.790  -0.47
C -2.736 1.912 0.373  -0.56
H 0.186 0.553 0.382  0.10
H -2.788 -0.979 -3.521  0.08
H 0.990 2.314 5.555  0.12
C 2.675 -2.498 0.880  -0.53
H -4.422 1.156 -0.422  0.10
H -3.173 3.369 1.878  0.08
O 1.475 -2.281 0.719  0.02
O -2.151 -1.694 -1.149  0.01
H -3.636 -2.490 -3.863  0.08
C -2.689 -2.395 -1.993  -0.56
C 2.410 -1.074 -4.067  0.00
H 2.314 -2.147 -4.240  0.10
N -3.227 -3.599 -1.657  0.17
H 2.736 -0.581 -4.988  0.08
H 2.781 -3.621 -0.762  0.11
H 3.252 -0.902 -3.399  0.09
H -0.144 -0.396 -0.957  0.09
O -1.524 1.800 0.512  0.02
C 3.444 -1.917 2.027  0.01
H 4.199 -3.756 0.179  0.11
O 2.365 2.549 3.094  0.05
H -0.489 3.040 2.934  0.13